# 1
19
Properties=species:S:1:pos:R:3:lowdin_charge:R:1 method="wB97M-V/def2-TZVPD" orbital_gap_ev=10.4 homo_energy_ev=-9.68
C 2.214 1.104 -1.006 -0.140
C 1.173 0.520 -0.118 -0.281
C -0.158 0.702 -0.761 -0.264
N -1.210 -0.140 -0.186 0.044
C -1.233 -1.552 -0.059 -0.624
O -1.708 -2.165 0.862 0.087
O -0.872 -2.159 -1.156 0.168
H 2.130 2.187 -1.014 0.068
H 3.237 0.803 -0.711 0.079
H 2.052 0.821 -2.117 0.105
H 1.328 -0.618 -0.138 0.135
H 1.040 0.984 0.929 0.150
H -0.208 0.452 -1.856 0.120
H -0.507 1.778 -0.702 0.146
H -1.676 0.359 0.607 0.130
H -0.544 -1.584 -1.791 0.067
O -1.650 -0.088 2.894 -0.126
H -1.104 -0.991 2.792 0.104
H -2.303 -0.413 3.532 0.032


# 2
40
Properties=species:S:1:pos:R:3:lowdin_charge:R:1 method="wB97M-V/def2-TZVPD" s_squared=8.77 multiplicity=6 orbital_gap_ev="3.0 / 6.5" homo_energy_ev="-0.44 / -5.15" charge=-1
Ir 0.138 0.893 0.338 1.354
C 1.765 0.448 1.716 -0.221
C 1.947 -0.469 0.614 -0.195
C 2.104 0.307 -0.591 -0.222
H 1.967 -1.520 0.738 0.076
C 2.099 1.706 -0.247 -0.247
C 1.884 1.800 1.187 -0.269
H 1.839 2.710 1.778 0.092
H 1.567 0.140 2.732 0.098
H 2.219 -0.094 -1.600 0.086
H 2.237 2.521 -0.928 0.081
C -1.787 0.146 1.104 -0.217
C -1.566 1.537 1.514 -0.230
C -1.516 2.306 0.294 -0.279
H -1.477 1.868 2.512 0.079
C -1.706 1.446 -0.839 -0.244
C -1.851 0.110 -0.322 -0.222
H -1.980 -0.802 -0.932 0.111
H -1.892 -0.664 1.795 0.073
H -1.384 3.412 0.257 0.105
H -1.744 1.743 -1.872 0.067
O 0.735 -2.605 -0.344 -0.180
C -0.330 -0.551 -4.781 -0.350
C 0.270 -1.729 -4.565 -0.020
C 0.505 0.660 -4.361 -0.072
C -1.813 -0.581 -4.407 -0.072
C 0.684 -2.782 -1.553 -0.225
H 1.342 -1.824 -4.429 0.054
H -0.302 -2.649 -4.463 0.060
H -0.276 -2.908 -2.067 0.035
H 1.506 -2.699 -2.283 0.032
H 0.686 1.472 -5.046 0.057
H 1.477 0.292 -4.027 0.059
H 0.012 1.067 -3.480 0.055
H -2.575 -0.430 -5.151 0.055
H -1.962 0.199 -3.620 0.066
H -1.998 -1.524 -3.928 0.054
O -0.475 -4.474 2.291 -0.074
N -0.159 -3.527 1.611 -0.288
O -0.833 -2.506 1.504 -0.122


Please write out number 2 again, unchanged.
40
Properties=species:S:1:pos:R:3:lowdin_charge:R:1 method="wB97M-V/def2-TZVPD" s_squared=8.77 multiplicity=6 orbital_gap_ev="3.0 / 6.5" homo_energy_ev="-0.44 / -5.15" charge=-1
Ir 0.138 0.893 0.338 1.354
C 1.765 0.448 1.716 -0.221
C 1.947 -0.469 0.614 -0.195
C 2.104 0.307 -0.591 -0.222
H 1.967 -1.520 0.738 0.076
C 2.099 1.706 -0.247 -0.247
C 1.884 1.800 1.187 -0.269
H 1.839 2.710 1.778 0.092
H 1.567 0.140 2.732 0.098
H 2.219 -0.094 -1.600 0.086
H 2.237 2.521 -0.928 0.081
C -1.787 0.146 1.104 -0.217
C -1.566 1.537 1.514 -0.230
C -1.516 2.306 0.294 -0.279
H -1.477 1.868 2.512 0.079
C -1.706 1.446 -0.839 -0.244
C -1.851 0.110 -0.322 -0.222
H -1.980 -0.802 -0.932 0.111
H -1.892 -0.664 1.795 0.073
H -1.384 3.412 0.257 0.105
H -1.744 1.743 -1.872 0.067
O 0.735 -2.605 -0.344 -0.180
C -0.330 -0.551 -4.781 -0.350
C 0.270 -1.729 -4.565 -0.020
C 0.505 0.660 -4.361 -0.072
C -1.813 -0.581 -4.407 -0.072
C 0.684 -2.782 -1.553 -0.225
H 1.342 -1.824 -4.429 0.054
H -0.302 -2.649 -4.463 0.060
H -0.276 -2.908 -2.067 0.035
H 1.506 -2.699 -2.283 0.032
H 0.686 1.472 -5.046 0.057
H 1.477 0.292 -4.027 0.059
H 0.012 1.067 -3.480 0.055
H -2.575 -0.430 -5.151 0.055
H -1.962 0.199 -3.620 0.066
H -1.998 -1.524 -3.928 0.054
O -0.475 -4.474 2.291 -0.074
N -0.159 -3.527 1.611 -0.288
O -0.833 -2.506 1.504 -0.122


What did the second record say?
40
Properties=species:S:1:pos:R:3:lowdin_charge:R:1 method="wB97M-V/def2-TZVPD" s_squared=8.77 multiplicity=6 orbital_gap_ev="3.0 / 6.5" homo_energy_ev="-0.44 / -5.15" charge=-1
Ir 0.138 0.893 0.338 1.354
C 1.765 0.448 1.716 -0.221
C 1.947 -0.469 0.614 -0.195
C 2.104 0.307 -0.591 -0.222
H 1.967 -1.520 0.738 0.076
C 2.099 1.706 -0.247 -0.247
C 1.884 1.800 1.187 -0.269
H 1.839 2.710 1.778 0.092
H 1.567 0.140 2.732 0.098
H 2.219 -0.094 -1.600 0.086
H 2.237 2.521 -0.928 0.081
C -1.787 0.146 1.104 -0.217
C -1.566 1.537 1.514 -0.230
C -1.516 2.306 0.294 -0.279
H -1.477 1.868 2.512 0.079
C -1.706 1.446 -0.839 -0.244
C -1.851 0.110 -0.322 -0.222
H -1.980 -0.802 -0.932 0.111
H -1.892 -0.664 1.795 0.073
H -1.384 3.412 0.257 0.105
H -1.744 1.743 -1.872 0.067
O 0.735 -2.605 -0.344 -0.180
C -0.330 -0.551 -4.781 -0.350
C 0.270 -1.729 -4.565 -0.020
C 0.505 0.660 -4.361 -0.072
C -1.813 -0.581 -4.407 -0.072
C 0.684 -2.782 -1.553 -0.225
H 1.342 -1.824 -4.429 0.054
H -0.302 -2.649 -4.463 0.060
H -0.276 -2.908 -2.067 0.035
H 1.506 -2.699 -2.283 0.032
H 0.686 1.472 -5.046 0.057
H 1.477 0.292 -4.027 0.059
H 0.012 1.067 -3.480 0.055
H -2.575 -0.430 -5.151 0.055
H -1.962 0.199 -3.620 0.066
H -1.998 -1.524 -3.928 0.054
O -0.475 -4.474 2.291 -0.074
N -0.159 -3.527 1.611 -0.288
O -0.833 -2.506 1.504 -0.122